Entry 1:
{"formula": "C22H50FN2P", "method": "ωB97M-V with the def2-TZVPD basis set", "species": ["N", "C", "C", "C", "C", "N", "C", "C", "F", "H", "H", "H", "H", "H", "H", "H", "H", "H", "H", "H", "H", "H", "H", "C", "C", "C", "C", "P", "C", "C", "C", "C", "C", "C", "C", "C", "C", "C", "C", "C", "H", "H", "H", "H", "H", "H", "H", "H", "H", "H", "H", "H", "H", "H", "H", "H", "H", "H", "H", "H", "H", "H", "H", "H", "H", "H", "H", "H", "H", "H", "H", "H", "H", "H", "H", "H"], "xyz": [[6.54466, -1.15723, 5.26109], [6.04972, 0.10579, 4.69416], [4.73146, -0.03008, 3.85991], [3.71285, 1.12033, 4.12270], [2.63225, 0.75616, 5.18248], [1.75327, -0.32514, 4.75670], [0.42359, 0.21711, 4.63333], [-0.68051, -0.85552, 4.49046], [-0.21086, -1.91730, 3.69377], [7.21270, -1.61264, 4.66261], [5.79620, -1.77533, 5.53380], [5.89775, 0.80483, 5.53469], [6.83688, 0.46122, 4.00498], [5.01351, 0.05464, 2.78698], [4.24094, -1.01217, 3.98154], [3.22925, 1.41346, 3.16892], [4.24554, 2.03053, 4.48454], [2.02742, 1.69250, 5.33302], [3.09111, 0.54935, 6.18215], [0.39682, 0.87405, 3.70924], [0.13213, 0.86138, 5.50724], [-1.55585, -0.46780, 3.93084], [-0.99312, -1.29273, 5.45146], [-4.91130, 2.08087, -1.16712], [-4.02769, 1.20888, -0.28177], [-2.60223, 1.74253, -0.14077], [-1.68723, 1.53346, -1.35604], [-0.94318, -0.07617, -1.59229], [-0.20142, -0.54895, -0.01551], [0.71789, 0.41738, 0.73227], [2.14228, 0.61587, 0.20723], [2.90402, -0.67071, -0.07958], [0.41565, 0.04499, -2.74090], [0.23600, 0.51026, -4.19036], [-0.33373, -0.49448, -5.19250], [0.23519, -1.90510, -5.09197], [-2.06575, -1.43996, -1.87850], [-2.89869, -1.67874, -3.14465], [-3.72566, -0.50673, -3.68844], [-5.21681, -0.64091, -3.39416], [-4.49727, 2.19881, -2.17173], [-5.90280, 1.63726, -1.26578], [-5.03245, 3.07463, -0.73376], [-4.02447, 0.18374, -0.65693], [-4.48016, 1.16591, 0.71182], [-2.14521, 1.28293, 0.73896], [-2.65331, 2.81302, 0.07045], [-0.83878, 2.21766, -1.23408], [-2.17904, 1.87240, -2.27114], [0.28827, -1.51751, -0.15135], [-1.04820, -0.75732, 0.64881], [0.80316, 0.03918, 1.75688], [0.24171, 1.39936, 0.81132], [2.69737, 1.18129, 0.95876], [2.14122, 1.25539, -0.68277], [3.03300, -1.25592, 0.83304], [3.89567, -0.43988, -0.47257], [2.40260, -1.29731, -0.82235], [0.99654, -0.87893, -2.70275], [1.06698, 0.80308, -2.29832], [1.22507, 0.80269, -4.55444], [-0.37267, 1.41948, -4.21228], [-0.14846, -0.11708, -6.20102], [-1.42002, -0.52198, -5.09706], [1.30128, -1.91500, -5.32796], [-0.27256, -2.56291, -5.79877], [0.10057, -2.34006, -4.09937], [-2.74012, -1.47895, -1.01797], [-1.43965, -2.33357, -1.76261], [-3.56085, -2.52558, -2.94563], [-2.23482, -2.04243, -3.92969], [-3.61667, -0.46942, -4.77555], [-3.35493, 0.44864, -3.31622], [-5.63719, -1.49471, -3.92827], [-5.75257, 0.25032, -3.72331], [-5.40624, -0.78512, -2.32787]], "forces_ev_per_a": [[0.291, 0.501, 0.214], [-0.513, -0.720, -0.247], [0.111, 0.889, -0.527], [0.233, -0.126, 0.581], [-0.831, 0.016, -0.496], [-0.427, 0.423, 0.434], [0.743, -0.552, -0.272], [0.563, 0.253, -0.277], [-0.253, -0.051, -0.152], [-0.207, -0.258, -0.107], [-0.002, -0.110, -0.147], [0.085, -0.043, -0.487], [-0.250, 0.252, 0.608], [-0.051, -0.330, 0.432], [0.119, 0.461, 0.179], [-0.048, -0.230, 0.488], [-0.006, -0.412, -0.279], [0.499, -0.229, 0.092], [0.221, 0.110, -0.491], [-0.657, 0.192, 0.242], [-0.170, -0.121, -0.436], [0.165, 0.038, 0.475], [0.219, 0.156, -0.250], [-0.018, -0.118, -0.034], [-0.122, 0.210, -0.023], [-0.140, -0.510, 0.317], [-0.192, 0.970, -0.202], [0.418, -0.275, 0.901], [-0.126, -0.223, 0.383], [0.348, 0.348, 0.199], [0.006, 0.028, -0.228], [0.073, 0.021, 0.027], [0.587, 0.428, -0.795], [-0.121, -0.012, -0.378], [-0.245, -0.065, 0.033], [-0.038, 0.067, -0.074], [-0.743, -0.959, -0.181], [0.278, 0.133, -0.513], [-0.269, -0.175, -0.158], [0.011, 0.130, 0.070], [-0.034, 0.015, -0.006], [0.007, 0.064, -0.054], [0.036, 0.006, -0.012], [0.015, -0.031, -0.008], [0.080, -0.045, -0.008], [0.082, 0.097, -0.010], [0.091, -0.015, -0.068], [0.145, -0.193, -0.081], [0.003, -0.120, -0.045], [-0.020, 0.016, -0.122], [-0.032, -0.058, -0.076], [-0.093, -0.052, -0.015], [-0.046, -0.046, 0.099], [-0.121, -0.019, 0.048], [0.025, -0.008, -0.027], [-0.060, 0.003, -0.007], [-0.008, -0.043, 0.040], [0.012, -0.029, 0.002], [-0.162, -0.083, 0.131], [-0.082, -0.124, 0.335], [0.010, 0.028, 0.186], [0.059, 0.010, -0.011], [0.011, 0.070, 0.055], [-0.014, -0.065, 0.023], [-0.005, -0.047, 0.062], [0.081, -0.008, -0.009], [0.024, -0.009, -0.006], [0.182, 0.254, 0.145], [0.140, 0.148, 0.154], [0.013, 0.073, 0.136], [0.065, 0.051, 0.053], [0.085, 0.059, 0.046], [0.019, 0.018, 0.046], [0.036, -0.020, 0.047], [-0.054, -0.036, 0.061], [-0.030, 0.035, -0.025]]}

Entry 2:
{"formula": "C22H50N6O15", "method": "ωB97M-V with the def2-TZVPD basis set", "species": ["C", "O", "C", "O", "O", "C", "H", "H", "H", "H", "H", "H", "C", "O", "C", "O", "O", "C", "H", "H", "H", "H", "H", "H", "C", "O", "C", "O", "O", "C", "H", "H", "H", "H", "H", "H", "C", "C", "O", "N", "C", "H", "H", "H", "H", "H", "H", "H", "O", "C", "N", "C", "H", "H", "H", "H", "H", "O", "C", "N", "C", "H", "H", "H", "H", "H", "O", "C", "N", "C", "H", "H", "H", "H", "H", "O", "C", "N", "C", "H", "H", "H", "H", "H", "O", "C", "N", "C", "H", "H", "H", "H", "H"], "xyz": [[3.93059, 0.93224, -7.07858], [4.83750, 0.40811, -8.04449], [5.67874, 1.22647, -8.62404], [5.63129, 2.48873, -8.56772], [6.44749, 0.47951, -9.46509], [7.41809, 1.07435, -10.32936], [4.41577, 0.84253, -6.10665], [3.11442, 0.25635, -6.82334], [3.65970, 1.97962, -7.21160], [8.39979, 0.62106, -10.46678], [7.70380, 2.07645, -10.00953], [7.09675, 1.15613, -11.36770], [-1.55404, -6.19572, -0.73186], [-1.90377, -5.10596, -1.63117], [-3.04668, -4.99740, -2.28490], [-3.94455, -5.89180, -2.28557], [-3.10287, -3.79929, -2.79091], [-4.36008, -3.13268, -3.01164], [-2.05667, -6.24780, 0.23393], [-0.50714, -5.99111, -0.50769], [-1.47677, -7.15723, -1.23944], [-4.81421, -3.63795, -3.86402], [-4.25948, -2.08625, -3.29967], [-5.09694, -3.26284, -2.21905], [2.48828, -1.15041, 0.16093], [1.40012, -0.67893, -0.63259], [0.41013, 0.15459, -0.14545], [0.26961, 0.57849, 1.03294], [-0.37221, 0.49294, -1.17611], [-1.33969, 1.50790, -1.14476], [2.66750, -0.56363, 1.06186], [3.40161, -1.19144, -0.43258], [2.30598, -2.16312, 0.52048], [-2.33540, 1.11820, -1.35647], [-1.18644, 2.32003, -1.85543], [-1.40289, 2.02094, -0.18513], [-0.58118, -6.47358, 7.71937], [0.51580, -5.86434, 6.84859], [0.58146, -6.18035, 5.67049], [1.32579, -5.00732, 7.40107], [2.31103, -4.24695, 6.63976], [-0.52911, -7.55595, 7.60151], [-1.55765, -6.06503, 7.45917], [-0.49194, -6.25430, 8.78334], [1.19347, -4.93844, 8.40000], [2.56023, -3.41898, 7.30346], [1.96071, -3.82678, 5.69700], [3.19355, -4.81840, 6.35214], [-3.95115, 5.23253, 3.88920], [-3.70840, 4.07010, 3.80152], [-2.43409, 3.74351, 4.11340], [-4.68595, 3.09853, 3.22703], [-1.98704, 3.05135, 3.52931], [-1.78844, 4.36487, 4.57938], [-5.50450, 2.94273, 3.92975], [-4.24999, 2.13072, 2.97927], [-5.09022, 3.53172, 2.31215], [-4.60600, 8.00930, -1.23427], [-5.12152, 9.05553, -0.92459], [-4.36594, 10.14258, -0.97197], [-6.55768, 9.30152, -0.64547], [-4.67971, 11.01829, -0.57857], [-3.47214, 10.02034, -1.42617], [-7.24772, 9.02887, -1.44396], [-6.77612, 10.36064, -0.50894], [-6.79502, 8.71660, 0.24315], [-5.44913, -2.89654, 5.26214], [-4.29085, -2.49841, 4.99776], [-3.71519, -1.56746, 5.70531], [-3.53964, -3.06645, 3.88153], [-2.71565, -1.42762, 5.66691], [-4.19624, -1.26043, 6.53863], [-2.49469, -2.76975, 3.79134], [-4.07204, -2.93834, 2.93906], [-3.49675, -4.12683, 4.13024], [2.96687, 6.62063, 1.97092], [2.18145, 7.19914, 1.19768], [1.25792, 6.60244, 0.42088], [2.20149, 8.69604, 1.06200], [0.49419, 7.16300, 0.07083], [1.17467, 5.60017, 0.51389], [2.79196, 9.04174, 0.21351], [2.74295, 9.03029, 1.94697], [1.17015, 9.03795, 0.97515], [7.26811, -6.13703, -2.46438], [6.20095, -6.42929, -2.98224], [5.75326, -7.63068, -2.88429], [5.31276, -5.52589, -3.91006], [4.89806, -7.99958, -3.27498], [6.24263, -8.20071, -2.20923], [4.33299, -5.99816, -3.98154], [5.78288, -5.67153, -4.88263], [5.21904, -4.49712, -3.56233]], "forces_ev_per_a": [[0.527, 0.084, 1.902], [-0.516, -0.750, 0.241], [-0.072, 4.149, -1.853], [0.716, -4.187, 0.079], [0.357, -0.133, 0.501], [0.480, 1.773, -0.507], [0.628, 0.569, 0.090], [-0.318, -0.056, -1.435], [-0.088, -0.325, -0.456], [-0.344, -1.227, 1.041], [-0.541, 0.144, 0.207], [-0.831, -0.041, 0.192], [1.145, 0.005, -0.821], [0.907, -0.172, 0.711], [-3.447, -3.982, 1.646], [2.688, 3.059, -0.342], [0.079, 1.986, -0.213], [-0.960, -1.434, -1.202], [-0.667, 0.249, -0.504], [-0.048, 0.336, 0.097], [-0.822, 0.026, -0.081], [-0.147, 0.091, -0.149], [0.745, -0.202, 0.429], [0.530, 0.040, 0.443], [0.000, -0.199, 1.051], [-1.514, 1.162, 0.127], [0.526, 1.128, 2.992], [0.732, -1.664, -3.824], [1.082, -0.901, -0.570], [-1.111, 1.104, 1.049], [-0.179, 0.371, -0.215], [-0.318, 0.312, -0.271], [-0.333, -0.080, -0.211], [0.182, -0.413, 0.004], [0.694, -0.443, -0.388], [0.207, -0.357, 0.270], [0.367, 0.149, 0.503], [-2.023, -1.976, -1.431], [0.065, 0.101, -0.300], [0.940, 1.200, 0.887], [0.166, 0.362, 0.662], [-0.322, 0.123, -0.150], [0.068, -0.257, -0.451], [0.315, 0.025, 0.126], [0.588, 0.637, -0.217], [0.466, 0.023, -0.264], [-0.673, -0.194, 0.218], [0.029, -0.176, 0.405], [-2.169, 2.550, 0.624], [1.222, 0.734, -0.654], [1.463, -2.804, -0.108], [0.102, -0.692, -0.217], [0.004, -0.300, 0.447], [-0.635, 0.414, -0.367], [0.048, 0.044, -0.005], [0.033, -0.033, 0.129], [-0.040, 0.068, 0.140], [-0.340, -1.634, -0.042], [-0.078, -0.225, -1.247], [0.801, 2.029, 0.207], [-0.949, 0.002, 0.685], [0.344, -0.107, -0.400], [0.013, 0.322, 0.465], [0.455, -0.534, -0.150], [0.167, -0.022, 0.457], [-0.392, 0.158, 0.023], [1.786, 0.696, -0.510], [-3.755, -1.723, -0.081], [1.497, 1.989, 1.827], [0.891, -1.211, -0.716], [-0.267, 0.102, -0.103], [0.053, -0.016, -0.094], [-0.119, 0.420, -0.045], [0.058, -0.033, 0.117], [-0.123, -0.220, -0.408], [-1.475, 0.479, -1.597], [1.786, -0.142, 1.366], [-0.134, -0.650, -0.001], [0.401, -0.085, 0.417], [0.155, -0.429, -0.065], [-0.279, 0.160, -0.097], [-0.176, -0.241, -0.219], [-0.489, 0.401, 0.029], [0.190, 0.495, 0.177], [-0.320, 0.816, -0.098], [0.748, 3.657, -0.983], [-1.536, -4.214, 0.829], [0.753, -1.230, 0.753], [0.200, 0.395, 0.114], [-0.017, -0.223, -0.265], [-0.127, 0.262, 0.051], [-0.027, 0.704, -0.138], [0.320, -0.165, -0.262]], "smiles": "COC(=O)OC.COC(=O)OC.COC(=O)OC.CNC(C)=O.CC(N)=O.CC(N)=O.CC(N)=O.CC(N)=O.CC(N)=O"}

What are the E_tot values for these records? In order: -1418.7929; -2325.3965 Eh.
What are the molar mass values for these records? In order: 392.63; 638.67 g mol⁻¹.